(1)
Density functional theory data (ωB97M-V/def2-TZVPD) for a structure of composition C12H36FNa2O16P4 at a distorted geometry.

HOMO-LUMO gap = 0.32318 hartree
highest occupied orbital energy = -12.5 eV
LUMO = -0.1367 Ha
M = 625.28 g mol⁻¹

```
! RIJCOSX wB97M-V def2-TZVPD def2/J DEFGRID3
* xyz 1 1
Na 0.2742 2.4811 -0.1866
Na -0.6468 -1.1743 -3.0818
F -0.2254 0.7181 -1.7142
C 2.9658 1.4961 -2.7390
O 3.9195 2.2798 -2.0815
P 3.9609 2.3435 -0.5273
O 2.7020 2.0487 0.1647
O 5.1222 1.3498 -0.2043
C 5.5751 1.2197 1.1536
O 4.5272 3.7476 -0.1689
C 5.6636 4.3049 -0.9071
H 2.7152 0.5920 -2.1762
H 3.3439 1.1764 -3.7037
H 2.0114 2.0134 -2.8321
H 4.7643 1.3537 1.8749
H 6.3313 1.9758 1.3670
H 5.9463 0.2158 1.3057
H 6.5742 3.9941 -0.4063
H 5.5349 5.3824 -0.9004
H 5.6341 3.9993 -1.9516
C 1.7223 -1.5849 -0.1845
O 1.6977 -2.9561 0.1981
P 3.0659 -3.6661 0.5713
O 3.8948 -2.9794 1.5464
O 2.5134 -5.0560 0.9904
C 3.2277 -5.8413 1.9522
O 3.7434 -3.9685 -0.8248
C 4.5743 -2.9951 -1.4657
H 1.1017 -0.9794 0.4675
H 1.3865 -1.5169 -1.2274
H 2.6994 -1.0963 -0.2020
H 3.4077 -6.7995 1.4650
H 2.6871 -5.9728 2.8838
H 4.2052 -5.4297 2.2095
H 4.7475 -2.1409 -0.8202
H 4.1671 -2.7376 -2.4432
H 5.5388 -3.4631 -1.6749
C -3.0308 5.9530 -0.3569
O -3.9378 4.9709 0.1502
P -3.5433 3.4688 0.2294
O -2.1275 3.2092 0.5615
O -4.5447 2.9631 1.3066
C -4.4697 1.5803 1.6718
O -3.9773 2.8008 -1.1152
C -3.0741 2.6735 -2.2207
H -2.0764 5.5036 -0.6248
H -2.8953 6.7361 0.3889
H -3.4520 6.4705 -1.2213
H -3.5719 1.0963 1.2972
H -5.3030 1.0415 1.2146
H -4.5817 1.5586 2.7470
H -2.5002 1.7511 -2.1101
H -2.3939 3.5216 -2.3063
H -3.6648 2.6153 -3.1313
C -5.6925 -3.7262 0.0114
O -4.7384 -4.0338 1.0251
P -3.6591 -2.9677 1.4506
O -2.8096 -3.3847 2.5318
O -2.9475 -2.6639 0.0775
C -2.1999 -1.5059 -0.1482
O -4.5024 -1.6387 1.6714
C -5.2108 -1.4961 2.9181
H -5.6407 -2.7193 -0.4016
H -6.7081 -3.8955 0.3683
H -5.5465 -4.4171 -0.8246
H -2.4428 -1.0981 -1.1361
H -1.1186 -1.6417 -0.0919
H -2.4524 -0.7065 0.5523
H -6.2956 -1.5481 2.7754
H -5.0148 -0.5271 3.3780
H -4.9502 -2.2783 3.6356
*
```

(2)
Density functional theory data (ωB97M-V/def2-TZVPD) for a structure of composition C12H36KO12 at a distorted geometry.

HOMO-LUMO gap = 0.36404 hartree
highest occupied orbital energy = -12.1 eV
LUMO = -0.0792 Ha
M = 411.51 g mol⁻¹

```
! RIJCOSX wB97M-V def2-TZVPD def2/J DEFGRID3
* xyz 1 1
K -0.3997 -0.6432 -0.3346
C -0.0968 0.1829 3.2451
C 0.3598 1.2304 4.3241
O -0.1804 2.5440 4.1371
O -1.5118 0.0968 3.2281
H 0.4131 -0.7653 3.4159
H 0.2626 0.5681 2.2909
H 1.4452 1.3214 4.2830
H 0.0499 0.8516 5.2981
H -0.2836 2.9256 5.0120
H -1.7986 0.8320 3.7747
C -3.6613 0.9479 0.8191
C -4.0760 2.2540 1.4374
O -3.9129 3.3377 0.5451
O -2.3049 1.0480 0.4608
H -4.3771 0.7600 0.0187
H -3.8050 0.1276 1.5224
H -3.5031 2.4258 2.3486
H -5.1311 2.2153 1.7086
H -4.4040 4.1212 0.8032
H -1.9451 1.6629 1.1043
C -2.3980 -0.2783 -3.2039
C -3.2286 -1.4502 -2.6547
O -2.5323 -2.1963 -1.6466
O -0.9989 -0.5610 -3.4972
H -2.5873 0.6824 -2.7252
H -2.8330 0.0302 -4.1545
H -3.3586 -2.1009 -3.5195
H -4.1655 -1.1127 -2.2114
H -3.1222 -2.5823 -0.9950
H -0.5994 0.2236 -3.8800
C 2.7413 2.9426 -0.8598
C 1.3244 2.7812 -1.3494
O 0.5807 2.0607 -0.3259
O 3.5269 1.7036 -1.0232
H 2.7432 3.2520 0.1854
H 3.1665 3.7479 -1.4589
H 1.1800 2.2600 -2.2958
H 0.7504 3.6989 -1.4776
H 0.2811 2.5460 0.4463
H 4.4275 1.9487 -0.7986
C 2.8073 -0.7923 1.4109
C 4.2109 -1.3500 1.0695
O 4.7260 -1.9965 2.2652
O 2.1860 -0.4163 0.1645
H 2.8906 0.0252 2.1270
H 2.1748 -1.5053 1.9397
H 4.7853 -0.4518 0.8430
H 4.1908 -1.9976 0.1929
H 5.5300 -2.4598 2.0193
H 2.7381 0.3006 -0.1563
C 1.3412 -3.8022 -2.0259
C 0.8048 -3.1662 -3.3094
O -0.5482 -3.4760 -3.5081
O 0.6789 -3.2449 -0.8956
H 2.4157 -3.9299 -1.8949
H 1.0443 -4.8483 -1.9506
H 1.4166 -3.6394 -4.0775
H 0.8833 -2.0806 -3.2511
H -1.0580 -3.0074 -2.8432
H 0.7443 -3.8020 -0.1165
*
```

(3)
Density functional theory data (ωB97M-V/def2-TZVPD) for a structure of composition C12H36KO16P at a distorted geometry.

HOMO-LUMO gap = 0.17421 hartree
highest occupied orbital energy = -0.9 eV
LUMO = 0.1395 Ha
M = 506.48 g mol⁻¹

```
! RIJCOSX wB97M-V def2-TZVPD def2/J DEFGRID3
* xyz -2 1
K -14.6481 -17.7011 -4.4777
P -15.6860 -17.2243 -1.5493
O -14.1389 -17.0814 -1.3744
O -16.1031 -18.5973 -2.1537
O -16.1171 -16.1328 -2.5886
O -16.3754 -17.0345 -0.2148
C -16.0392 -21.1985 -7.9793
C -15.0266 -20.5807 -7.0327
O -15.2369 -19.2107 -6.8177
O -17.3375 -20.9358 -7.4756
H -15.8860 -22.2336 -8.2842
H -15.8624 -20.6186 -8.8991
H -14.0251 -20.8430 -7.3810
H -15.1489 -21.1676 -6.1138
H -16.1789 -19.0411 -6.9538
H -17.8234 -21.7244 -7.2338
C -17.6557 -20.7177 -4.1396
C -18.4971 -19.4729 -4.4026
O -18.6939 -18.6914 -3.2519
O -16.2805 -20.3381 -4.0661
H -17.7700 -21.3981 -4.9875
H -17.8738 -21.2496 -3.2106
H -19.4971 -19.6606 -4.8117
H -17.9845 -18.9806 -5.2405
H -17.8161 -18.3770 -2.9279
H -16.1066 -19.7605 -3.2819
C -10.6270 -17.0544 -6.1461
C -10.8089 -16.3335 -7.4888
O -11.5657 -17.1650 -8.3415
O -11.8698 -17.5111 -5.6624
H -10.3605 -16.2914 -5.4032
H -9.8784 -17.8439 -6.1853
H -9.8262 -16.2487 -7.9597
H -11.2473 -15.3338 -7.4343
H -12.3780 -17.5017 -7.9507
H -12.1906 -17.0148 -4.8974
C -12.6592 -20.1477 -1.5313
C -13.5297 -21.3656 -1.8880
O -14.8261 -21.1203 -1.4333
O -12.9841 -19.0832 -2.4356
H -11.6139 -20.3457 -1.8114
H -12.8076 -19.8530 -0.4938
H -13.0623 -22.1451 -1.2624
H -13.3968 -21.6952 -2.9228
H -15.1469 -20.1927 -1.5464
H -13.3351 -18.2724 -1.9686
C -12.8179 -14.3456 -3.8312
C -14.2095 -13.7231 -3.8564
O -14.7542 -13.7563 -2.5699
O -12.7950 -15.7515 -3.4826
H -12.2613 -13.8757 -3.0147
H -12.1657 -14.1382 -4.6838
H -14.8442 -14.0942 -4.6734
H -14.2214 -12.6512 -4.0884
H -14.9927 -14.6709 -2.2951
H -13.0159 -15.9454 -2.5391
C -19.3122 -14.9282 -3.7329
C -18.4759 -15.0676 -5.0044
O -17.3490 -15.9420 -4.9360
O -18.6279 -14.4025 -2.6179
H -19.6217 -15.9596 -3.5050
H -20.2481 -14.3745 -3.8345
H -18.0055 -14.0855 -5.1664
H -19.0902 -15.2996 -5.8755
H -16.8284 -16.0282 -4.1023
H -17.7371 -14.8206 -2.5303
*
```

(4)
Density functional theory data (ωB97M-V/def2-TZVPD) for a structure of composition C12H36LiO6S5 at a distorted geometry.

HOMO-LUMO gap = 0.29252 hartree
highest occupied orbital energy = -10.3 eV
LUMO = -0.0878 Ha
M = 443.69 g mol⁻¹

```
! RIJCOSX wB97M-V def2-TZVPD def2/J DEFGRID3
* xyz 1 1
Li 2.8530 47.3470 43.6860
C -0.1860 42.7860 43.2320
C 1.0420 43.3840 43.0490
O 1.3410 44.4070 44.0840
H -0.3670 42.1270 43.9480
H -0.4040 42.1110 42.4210
H -0.9240 43.5450 43.1120
H 1.2610 43.7880 41.9220
H 1.7560 42.5620 43.2070
H 1.8470 45.1540 43.7440
C 6.2590 47.3470 46.0940
S 6.1980 47.1350 44.3080
O 4.7870 47.5000 44.0660
C 7.1970 48.5220 44.0930
H 5.6660 46.7370 46.4200
H 5.9980 48.4560 46.2570
H 7.1790 47.0780 46.5100
H 7.0360 48.8140 43.0690
H 8.2900 48.4520 44.2960
H 6.7920 49.3110 44.8110
C -0.0550 49.5460 43.1900
S -0.0970 47.7810 42.9910
O -1.6250 47.5410 42.9420
C 0.3530 47.7980 41.3160
H 0.3410 50.1110 42.6030
H 0.3130 49.8650 44.1650
H -1.1090 50.1010 43.2010
H 1.4290 48.0730 41.2140
H -0.2950 48.2720 40.6970
H 0.2280 46.7120 40.9030
C 4.2460 51.1610 42.6820
S 2.5840 50.6650 43.0590
O 2.4900 49.1500 42.8940
C 2.4910 50.9900 44.8270
H 4.3890 52.2790 42.7820
H 4.5760 50.8180 41.6460
H 5.1360 50.5880 43.3870
H 3.3570 50.6740 45.4290
H 1.4500 50.6710 45.2640
H 2.5260 52.1420 44.7800
C 4.1360 44.7450 41.1400
S 2.7250 45.9220 40.9760
O 2.2000 46.0270 42.4010
C 3.8530 47.2960 40.5810
H 4.8310 44.9620 41.9280
H 4.7480 44.6210 40.2330
H 3.8540 43.7500 41.4110
H 4.4590 47.0810 39.6790
H 4.5140 47.5000 41.5610
H 3.2820 48.2590 40.4150
C 2.4270 48.4830 47.2460
S 1.2060 47.3370 46.7080
O 1.5840 47.2700 45.2110
C 2.0600 45.9180 47.4390
H 3.4060 48.3690 46.7610
H 2.3510 48.5430 48.3170
H 2.0580 49.4410 46.8770
H 3.1640 45.8180 47.4800
H 1.7970 44.8590 47.0440
H 1.6690 45.8820 48.4020
*
```

Q: Which formula does entry 4 have?
A: C12H36LiO6S5

Please write out number 4 again, unchanged.
Density functional theory data (ωB97M-V/def2-TZVPD) for a structure of composition C12H36LiO6S5 at a distorted geometry.

HOMO-LUMO gap = 0.29252 hartree
highest occupied orbital energy = -10.3 eV
LUMO = -0.0878 Ha
M = 443.69 g mol⁻¹

```
! RIJCOSX wB97M-V def2-TZVPD def2/J DEFGRID3
* xyz 1 1
Li 2.8530 47.3470 43.6860
C -0.1860 42.7860 43.2320
C 1.0420 43.3840 43.0490
O 1.3410 44.4070 44.0840
H -0.3670 42.1270 43.9480
H -0.4040 42.1110 42.4210
H -0.9240 43.5450 43.1120
H 1.2610 43.7880 41.9220
H 1.7560 42.5620 43.2070
H 1.8470 45.1540 43.7440
C 6.2590 47.3470 46.0940
S 6.1980 47.1350 44.3080
O 4.7870 47.5000 44.0660
C 7.1970 48.5220 44.0930
H 5.6660 46.7370 46.4200
H 5.9980 48.4560 46.2570
H 7.1790 47.0780 46.5100
H 7.0360 48.8140 43.0690
H 8.2900 48.4520 44.2960
H 6.7920 49.3110 44.8110
C -0.0550 49.5460 43.1900
S -0.0970 47.7810 42.9910
O -1.6250 47.5410 42.9420
C 0.3530 47.7980 41.3160
H 0.3410 50.1110 42.6030
H 0.3130 49.8650 44.1650
H -1.1090 50.1010 43.2010
H 1.4290 48.0730 41.2140
H -0.2950 48.2720 40.6970
H 0.2280 46.7120 40.9030
C 4.2460 51.1610 42.6820
S 2.5840 50.6650 43.0590
O 2.4900 49.1500 42.8940
C 2.4910 50.9900 44.8270
H 4.3890 52.2790 42.7820
H 4.5760 50.8180 41.6460
H 5.1360 50.5880 43.3870
H 3.3570 50.6740 45.4290
H 1.4500 50.6710 45.2640
H 2.5260 52.1420 44.7800
C 4.1360 44.7450 41.1400
S 2.7250 45.9220 40.9760
O 2.2000 46.0270 42.4010
C 3.8530 47.2960 40.5810
H 4.8310 44.9620 41.9280
H 4.7480 44.6210 40.2330
H 3.8540 43.7500 41.4110
H 4.4590 47.0810 39.6790
H 4.5140 47.5000 41.5610
H 3.2820 48.2590 40.4150
C 2.4270 48.4830 47.2460
S 1.2060 47.3370 46.7080
O 1.5840 47.2700 45.2110
C 2.0600 45.9180 47.4390
H 3.4060 48.3690 46.7610
H 2.3510 48.5430 48.3170
H 2.0580 49.4410 46.8770
H 3.1640 45.8180 47.4800
H 1.7970 44.8590 47.0440
H 1.6690 45.8820 48.4020
*
```